Computed, not measured: a 2-piece molecular cluster, C5H14NO2 overall at a distorted geometry, with ωB97M-V/def2-TZVPD.

HOMO energy = -14.1 eV
LUMO level = -2.727 eV
energy = -403.8441 hartree
spin multiplicity = 1
relative energy (zero: lowest compared OMol25 entry of this formula, charge and spin) = 255.3 kJ/mol
net charge = +1
Kohn-Sham gap = 11.4 eV

The geometry in XYZ format:
```
22
C5H14NO2 ωB97M-V/def2-TZVPD
C -2.50 0.59 2.16
C 4.30 -0.62 -1.65
C -0.89 0.09 0.52
C -2.36 0.26 0.70
C 3.02 -0.25 -1.09
N -0.74 -0.36 -0.93
O -2.62 1.28 -0.34
O 1.97 -0.65 -1.53
H -2.49 -0.41 2.75
H -3.50 0.89 2.28
H -1.80 1.39 2.45
H 4.87 0.19 -1.85
H 4.79 -1.46 -0.98
H 4.14 -1.13 -2.71
H -0.45 0.98 0.60
H -2.94 -0.73 0.62
H 3.06 0.22 -0.15
H -1.30 -1.13 -1.24
H 0.24 -0.45 -1.36
H -1.07 0.37 -1.47
H -3.45 1.70 0.03
H -0.58 -0.74 1.12
```

These are the Mulliken partial charges, in e, on atoms 1 to 2:
1 C -1.33
2 C -1.07

---

Computed, not measured: C27H23N3O5 in the gas phase at a distorted geometry, with ωB97M-V/def2-TZVPD.

HOMO energy = -8.4 eV
LUMO level = -0.378 eV
SMILES = O=C(OCC(=O)N1CCN(C(=O)c2ccco2)CC1)c1cc(-c2ccccc2)nc2ccccc12
energy = -1583.1908 hartree
spin multiplicity = 1
relative energy (zero: lowest compared OMol25 entry of this formula, charge and spin) = 0.0 kJ/mol
Kohn-Sham gap = 8.0 eV

The geometry in XYZ format:
```
58
C27H23N3O5 ωB97M-V/def2-TZVPD
O -0.81 0.74 2.82
C -0.69 1.22 1.72
O -0.06 2.38 1.50
C 0.61 3.03 2.58
H 0.30 4.08 2.56
C 2.10 2.98 2.25
O 2.64 3.92 1.70
N 2.77 1.84 2.52
C 4.04 1.61 1.86
C 3.78 0.73 0.63
N 2.77 -0.25 0.96
C 1.91 -0.85 0.09
O 1.01 -1.57 0.49
C 2.09 -0.68 -1.36
C 1.36 -1.32 -2.33
C 1.90 -0.92 -3.56
C 2.92 -0.07 -3.27
O 3.05 0.08 -1.94
H 3.61 0.47 -3.89
H 1.57 -1.23 -4.54
H 0.54 -1.99 -2.15
C 2.67 -0.59 2.36
C 2.29 0.65 3.19
H 2.76 0.59 4.18
H 1.21 0.68 3.33
H 1.91 -1.36 2.46
H 3.64 -0.99 2.69
H 4.71 0.25 0.30
H 3.41 1.37 -0.18
H 4.45 2.58 1.56
H 4.73 1.13 2.57
H 0.34 2.57 3.54
C -1.23 0.59 0.49
C -2.12 -0.43 0.71
C -2.70 -1.12 -0.38
N -2.41 -0.81 -1.62
C -1.53 0.17 -1.87
C -1.26 0.45 -3.23
C -0.35 1.41 -3.57
C 0.33 2.11 -2.57
C 0.09 1.87 -1.25
C -0.87 0.92 -0.85
H 0.62 2.44 -0.51
H 1.06 2.86 -2.85
H -0.15 1.63 -4.61
H -1.80 -0.12 -3.97
C -3.65 -2.23 -0.18
C -4.43 -2.33 0.97
C -5.31 -3.38 1.13
C -5.42 -4.35 0.14
C -4.65 -4.25 -1.01
C -3.78 -3.20 -1.17
H -3.17 -3.11 -2.06
H -4.74 -5.00 -1.78
H -6.11 -5.18 0.27
H -5.92 -3.45 2.02
H -4.37 -1.57 1.74
H -2.36 -0.71 1.72
```

These are the Mulliken partial charges, in e, on atoms 1 to 2:
1 O -0.70
2 C 0.89

---

Computed, not measured: C34H32BaN11PS2 as an isolated structure, with ωB97M-V/def2-TZVPD.

HOMO energy = -6.8 eV
LUMO level = 0.081 eV
energy = -3080.4507 hartree
spin multiplicity = 1
relative energy (zero: lowest compared OMol25 entry of this formula, charge and spin) = 34.9 kJ/mol
Kohn-Sham gap = 6.9 eV

The geometry in XYZ format:
```
81
C34H32BaN11PS2 ωB97M-V/def2-TZVPD
Ba -1.02 -0.29 0.57
C -1.55 -3.04 -5.11
N -1.13 -3.03 -3.73
C -1.12 -4.11 -2.89
C -0.70 -3.64 -1.67
N -0.48 -2.30 -1.75
C -0.74 -1.95 -2.99
P -0.64 -0.30 -3.74
C 0.77 0.39 -2.83
N 1.00 0.40 -1.53
C 2.19 1.02 -1.34
C 2.71 1.39 -2.54
N 1.81 1.00 -3.49
C 1.94 1.22 -4.91
C -2.04 0.50 -2.92
N -2.60 0.15 -1.78
C -3.66 0.98 -1.58
C -3.74 1.86 -2.63
N -2.72 1.55 -3.48
C -2.37 2.26 -4.69
H -1.68 -4.07 -5.43
H -0.80 -2.56 -5.74
H -2.50 -2.52 -5.23
H -1.40 -5.09 -3.22
H -0.58 -4.17 -0.74
H 2.61 1.15 -0.35
H 3.63 1.89 -2.81
H 2.98 1.41 -5.15
H 1.35 2.08 -5.23
H 1.60 0.34 -5.46
H -4.26 0.93 -0.69
H -4.42 2.67 -2.84
H -3.20 2.89 -4.98
H -2.16 1.55 -5.49
H -1.49 2.89 -4.53
N -0.73 -5.11 2.20
C -0.71 -3.74 2.08
S -2.17 -3.03 1.52
N 0.45 -3.21 2.39
N 0.62 -1.90 2.17
C 1.67 -1.38 2.70
C 2.62 -2.20 3.52
C 2.72 -1.98 4.89
C 3.61 -2.72 5.65
C 4.42 -3.68 5.04
C 4.32 -3.90 3.67
C 3.42 -3.17 2.92
C 2.02 0.03 2.50
C 3.33 0.45 2.76
C 3.66 1.79 2.63
C 2.67 2.68 2.24
C 1.41 2.18 1.97
N 1.09 0.90 2.07
H -1.64 -5.53 2.25
H 0.00 -5.51 2.75
H 2.09 -1.23 5.36
H 3.68 -2.55 6.71
H 5.12 -4.25 5.63
H 4.94 -4.65 3.20
H 3.32 -3.35 1.85
H 4.08 -0.26 3.08
H 4.66 2.13 2.83
H 2.86 3.74 2.14
H 0.61 2.84 1.64
S -3.84 3.24 3.24
C -4.26 1.73 3.94
C -3.69 0.69 3.28
C -2.84 1.03 2.18
C -2.83 2.40 2.06
C -2.12 3.18 1.07
C -2.12 4.59 1.11
C -1.47 5.31 0.12
C -0.81 4.62 -0.89
C -0.83 3.24 -0.83
N -1.45 2.53 0.10
H -4.93 1.70 4.79
H -3.86 -0.34 3.59
H -2.62 5.11 1.91
H -1.47 6.39 0.15
H -0.29 5.13 -1.68
H -0.29 2.65 -1.58
```

These are the Mulliken partial charges, in e, on atoms 1 to 2:
1 Ba 1.48
2 C -0.86

---

Computed, not measured: C5H12NiO3 as an isolated structure at a distorted geometry, with ωB97M-V/def2-TZVPD.

HOMO energy (spin up / spin down) = -13.3 / -14.0 eV
LUMO level (spin up / spin down) = -4.867 / -5.967 eV
energy = -1931.2692 hartree
spin multiplicity = 4
relative energy (zero: lowest compared OMol25 entry of this formula, charge and spin) = 0.0 kJ/mol
net charge = +1
Kohn-Sham gap (spin up / spin down) = 8.4 / 8.0 eV

The geometry in XYZ format:
```
21
C5H12NiO3 ωB97M-V/def2-TZVPD
H -0.29 2.76 1.78
C 6.95 1.76 1.49
O 6.62 3.02 0.98
C 5.90 0.72 1.12
O 4.60 1.29 1.42
C 3.51 0.39 1.20
C 2.22 1.18 1.20
O 2.43 2.33 0.43
C 1.34 3.22 0.43
Ni 4.73 3.19 0.98
H 7.04 1.78 2.59
H 7.91 1.39 1.09
H 6.02 -0.21 1.69
H 5.92 0.49 0.04
H 3.49 -0.35 2.01
H 3.65 -0.13 0.24
H 1.94 1.47 2.23
H 1.41 0.57 0.79
H 1.56 4.10 -0.33
H 0.47 2.75 -0.06
H 1.30 3.77 1.39
```

These are the Mulliken partial charges, in e, on atoms 1 to 2:
1 H 0.07
2 C -0.19

---

Computed, not measured: C5H13NO2 as an isolated structure at a distorted geometry, with ωB97M-V/def2-TZVPD.

HOMO energy = -7.7 eV
LUMO level = 0.752 eV
energy = -403.4497 hartree
spin multiplicity = 1
relative energy (zero: lowest compared OMol25 entry of this formula, charge and spin) = 333.2 kJ/mol
Kohn-Sham gap = 8.5 eV

The geometry in XYZ format:
```
21
C5H13NO2 ωB97M-V/def2-TZVPD
C -1.37 0.43 0.61
C 0.09 -1.80 0.59
C 1.26 0.30 0.93
C -1.51 1.70 -0.04
N 0.19 -0.39 0.20
H -1.24 0.41 1.69
H -2.04 -0.36 0.28
H -0.20 -1.87 1.64
H -0.68 -2.28 -0.02
H 2.23 -0.16 0.71
H 1.08 0.22 2.01
H 1.28 1.34 0.64
H 1.04 -2.31 0.43
H -0.49 1.56 -1.03
H -2.40 1.81 -0.65
H -1.28 2.57 0.56
C 0.38 -0.22 -1.38
O 1.51 -0.95 -1.77
O 0.45 1.06 -1.66
H 2.19 -0.28 -1.97
H -0.50 -0.76 -1.77
```

These are the Mulliken partial charges, in e, on atoms 1 to 2:
1 C -0.21
2 C -1.04

---

Computed, not measured: C47H55CaN6O2S as an isolated structure, with ωB97M-V/def2-TZVPD.

HOMO energy = -2.6 eV
LUMO level = 2.057 eV
energy = -3379.0078 hartree
spin multiplicity = 1
relative energy (zero: lowest compared OMol25 entry of this formula, charge and spin) = 0.0 kJ/mol
net charge = -1
Kohn-Sham gap = 4.7 eV

The geometry in XYZ format:
```
112
C47H55CaN6O2S ωB97M-V/def2-TZVPD
Ca 0.01 -0.55 0.35
C -4.21 -0.15 3.09
C -3.60 -0.98 1.97
C -4.55 -1.08 0.77
C -3.15 -2.37 2.38
C -3.81 -3.05 3.39
C -3.45 -4.34 3.73
C -2.39 -4.93 3.07
C -1.68 -4.27 2.06
C -0.47 -5.04 1.54
C -0.83 -6.09 0.47
C 0.72 -4.20 1.09
C -2.09 -2.98 1.65
N -1.52 -2.26 0.61
C -1.55 -2.82 -0.66
C -1.19 -2.17 -1.79
N -0.72 -0.85 -1.85
C -0.74 -0.26 -3.09
C 0.34 0.58 -3.50
C 0.43 1.02 -4.81
C -0.54 0.71 -5.75
C -1.66 0.02 -5.33
C -1.80 -0.43 -4.02
C -3.18 -0.91 -3.58
C -4.19 0.24 -3.68
C -3.68 -2.12 -4.37
C 1.32 1.06 -2.45
C 2.72 1.39 -2.96
C 0.69 2.27 -1.75
H -4.42 0.86 2.72
H -3.52 -0.05 3.93
H -5.15 -0.56 3.46
H -2.71 -0.47 1.61
H -5.46 -1.63 1.04
H -4.06 -1.62 -0.05
H -4.84 -0.09 0.41
H -4.63 -2.57 3.92
H -3.97 -4.88 4.52
H -2.06 -5.92 3.37
H -0.12 -5.62 2.41
H -1.07 -5.62 -0.48
H -1.68 -6.69 0.79
H 0.02 -6.76 0.31
H 0.53 -3.75 0.11
H 1.61 -4.85 1.00
H 0.95 -3.41 1.80
H -1.89 -3.85 -0.77
H -1.27 -2.71 -2.73
H 1.28 1.62 -5.10
H -0.44 1.05 -6.78
H -2.48 -0.14 -6.03
H -3.13 -1.20 -2.54
H -4.32 0.56 -4.72
H -3.84 1.10 -3.11
H -5.16 -0.06 -3.29
H -3.77 -1.89 -5.44
H -4.67 -2.43 -4.02
H -3.00 -2.97 -4.27
H 1.44 0.26 -1.72
H 2.72 2.28 -3.60
H 3.14 0.56 -3.53
H 3.37 1.60 -2.11
H 0.74 3.15 -2.41
H 1.18 2.50 -0.81
H -0.37 2.09 -1.55
C 6.99 5.45 -1.67
C 6.01 4.70 -0.81
C 6.42 4.07 0.35
C 5.52 3.35 1.13
C 4.19 3.26 0.73
C 3.76 3.91 -0.42
C 4.67 4.62 -1.18
S 3.03 2.34 1.72
O 3.77 1.90 2.89
O 1.90 3.21 1.93
N 2.49 1.11 0.87
C 3.24 0.00 0.60
C 4.65 -0.09 0.65
C 5.26 -1.25 0.25
C 4.50 -2.33 -0.19
C 3.13 -2.18 -0.18
N 2.51 -1.07 0.22
H 7.91 5.67 -1.13
H 6.57 6.40 -2.02
H 7.26 4.87 -2.56
H 7.45 4.14 0.67
H 5.83 2.87 2.04
H 2.72 3.86 -0.71
H 4.33 5.12 -2.08
H 5.23 0.75 1.00
H 6.35 -1.32 0.28
H 4.95 -3.25 -0.52
H 2.49 -2.99 -0.50
N 0.53 0.16 2.88
C -0.34 1.13 3.43
C -0.39 1.42 4.77
C -1.27 2.39 5.28
C -2.10 3.09 4.45
C -2.10 2.80 3.06
C -2.99 3.42 2.16
C -3.02 3.02 0.85
C -2.14 2.00 0.44
N -1.26 1.44 1.24
C -1.23 1.81 2.55
H 1.25 0.60 2.30
H 1.01 -0.34 3.62
H 0.28 0.90 5.44
H -1.27 2.59 6.34
H -2.77 3.85 4.83
H -3.66 4.19 2.52
H -3.70 3.45 0.14
H -2.17 1.63 -0.58
```

These are the Mulliken partial charges, in e, on atoms 1 to 2:
1 Ca 2.56
2 C -1.89

---

Computed, not measured: a 3-piece molecular cluster, C4H12O3 overall at a distorted geometry, with ωB97M-V/def2-TZVPD.

HOMO energy = -9.3 eV
LUMO level = 0.698 eV
SMILES = C/C=C/CO.O.O
energy = -385.2643 hartree
spin multiplicity = 1
relative energy (zero: lowest compared OMol25 entry of this formula, charge and spin) = 150.8 kJ/mol
Kohn-Sham gap = 10.0 eV

The geometry in XYZ format:
```
19
C4H12O3 ωB97M-V/def2-TZVPD
C 1.61 1.80 -0.85
C -1.04 -0.10 1.17
O -2.08 0.82 1.57
C -0.29 0.45 0.00
C 0.78 1.20 0.24
H 2.69 1.89 -0.70
H 1.44 1.26 -1.78
H 1.33 2.85 -1.01
H -0.50 -0.22 2.10
H -1.46 -1.10 1.06
H -2.91 0.56 1.17
H -0.60 0.06 -0.96
H 1.14 1.31 1.25
H -0.97 -3.19 1.69
H -0.38 -2.25 2.70
O -0.13 -2.82 1.96
H 0.52 -0.07 -3.04
H 0.26 -1.44 -3.68
O 0.59 -1.01 -2.89
```

These are the Mulliken partial charges, in e, on atoms 1 to 2:
1 C -0.99
2 C -0.37

---

Computed, not measured: a 2-piece molecular cluster, C2HF3IOP overall at a distorted geometry, with ωB97M-V/def2-TZVPD.

HOMO energy (spin up / spin down) = -9.6 / -8.6 eV
LUMO level (spin up / spin down) = -1.693 / -1.605 eV
energy = -1090.5899 hartree
spin multiplicity = 1
relative energy (zero: lowest compared OMol25 entry of this formula, charge and spin) = 249.0 kJ/mol
Kohn-Sham gap (spin up / spin down) = 7.9 / 7.0 eV

The geometry in XYZ format:
```
9
C2HF3IOP ωB97M-V/def2-TZVPD
C -0.65 -0.22 -0.97
C -1.69 -1.04 -0.05
O -0.58 0.96 -0.88
F -2.87 -0.40 -0.01
F -1.30 -1.13 1.30
F -1.96 -2.25 -0.54
P 2.52 0.66 0.74
I 2.61 2.44 -0.91
H 3.90 0.98 1.32
```

These are the Mulliken partial charges, in e, on atoms 1 to 2:
1 C -0.02
2 C 0.87

---

Computed, not measured: C4H8O2 in the gas phase at a distorted geometry, with ωB97M-V/def2-TZVPD.

HOMO energy = -9.7 eV
LUMO level = 0.803 eV
SMILES = CC(=O)CCO
energy = -307.6602 hartree
spin multiplicity = 1
relative energy (zero: lowest compared OMol25 entry of this formula, charge and spin) = 137.2 kJ/mol
Kohn-Sham gap = 10.5 eV

The geometry in XYZ format:
```
14
C4H8O2 ωB97M-V/def2-TZVPD
C 2.15 0.05 -0.14
C 0.68 0.42 -0.28
O 0.40 1.61 -0.26
C -0.53 -0.62 -0.32
C -1.73 -0.22 0.55
O -2.03 1.13 0.34
H 2.22 -0.55 0.77
H 2.50 -0.57 -0.97
H 2.81 0.92 -0.04
H -0.93 -0.60 -1.34
H -0.28 -1.67 -0.07
H -1.68 -0.47 1.62
H -2.44 -0.96 0.12
H -1.15 1.53 0.03
```

These are the Mulliken partial charges, in e, on atoms 1 to 2:
1 C -1.12
2 C 0.81

---

Computed, not measured: C2H5PS2 in the gas phase at a distorted geometry, with ωB97M-V/def2-TZVPD.

HOMO energy = -8.5 eV
LUMO level = -0.076 eV
SMILES = CSC(P)=S
energy = -1216.8650 hartree
spin multiplicity = 1
relative energy (zero: lowest compared OMol25 entry of this formula, charge and spin) = 146.1 kJ/mol
Kohn-Sham gap = 8.5 eV

The geometry in XYZ format:
```
10
C2H5PS2 ωB97M-V/def2-TZVPD
C 0.28 -0.37 1.31
C -1.19 -0.31 -0.99
P 2.09 -0.16 1.99
S -1.14 -0.27 2.00
S 0.56 -0.40 -0.43
H -1.19 -1.03 -1.80
H -1.41 0.66 -1.51
H -1.71 -0.70 -0.16
H 1.93 1.06 1.51
H 1.58 0.33 3.24
```

These are the Mulliken partial charges, in e, on atoms 1 to 2:
1 C 0.21
2 C -0.76

---

Computed, not measured: C25H32AlN5OP as an isolated structure at a distorted geometry, with ωB97M-V/def2-TZVPD.

HOMO energy = -3.1 eV
LUMO level = 2.276 eV
energy = -1904.4283 hartree
spin multiplicity = 1
net charge = -1
Kohn-Sham gap = 5.4 eV

The geometry in XYZ format:
```
65
C25H32AlN5OP ωB97M-V/def2-TZVPD
C -2.56 -4.53 0.88
C -3.11 -3.76 -0.17
C -3.90 -2.70 -1.15
C -2.91 -1.68 -1.99
C -1.70 -2.42 -2.81
Al 0.18 -2.15 -2.01
P 0.23 -0.77 -0.13
N -1.15 -1.35 0.90
O -0.04 0.92 -0.56
H -2.29 -5.41 1.64
H -4.63 -3.32 -1.85
H -4.61 -1.99 -0.50
H -3.60 -1.14 -2.80
H -2.50 -0.81 -1.30
H -1.89 -3.59 -2.96
H -1.71 -1.96 -3.91
H 1.22 -1.60 -3.10
H 0.76 -3.57 -1.52
H -1.23 -0.74 1.75
H -0.84 -2.31 1.22
H -0.50 1.39 0.20
N -3.31 -4.05 -5.09
C -3.87 -5.18 -4.60
C -4.95 -5.81 -5.20
C -5.49 -5.25 -6.36
C -4.92 -4.09 -6.88
C -3.84 -3.54 -6.21
H -3.43 -5.57 -3.70
H -5.37 -6.71 -4.77
H -6.33 -5.72 -6.85
H -5.32 -3.64 -7.78
H -3.37 -2.63 -6.58
N 1.83 0.56 3.49
C 2.18 0.75 4.78
C 1.37 1.41 5.70
C 0.15 1.90 5.27
C -0.24 1.72 3.95
C 0.63 1.05 3.10
H 3.15 0.36 5.07
H 1.70 1.53 6.73
H -0.51 2.42 5.97
H -1.19 2.09 3.58
H 0.38 0.88 2.06
N 2.76 5.68 7.29
C 2.27 4.89 6.31
C 2.43 5.15 4.96
C 3.13 6.30 4.59
C 3.64 7.13 5.58
C 3.44 6.78 6.91
H 1.73 4.01 6.65
H 2.02 4.48 4.21
H 3.27 6.54 3.54
H 4.19 8.03 5.33
H 3.82 7.39 7.71
N 4.39 1.86 -4.10
C 3.13 1.80 -3.62
C 2.81 1.35 -2.34
C 3.84 0.95 -1.51
C 5.15 1.00 -1.97
C 5.37 1.46 -3.26
H 2.35 2.12 -4.31
H 1.78 1.33 -2.01
H 3.63 0.59 -0.51
H 5.98 0.69 -1.35
H 6.38 1.52 -3.67
```

These are the Mulliken partial charges, in e, on atoms 1 to 2:
1 C -0.59
2 C 0.02

---

Computed, not measured: a 9-piece molecular cluster, H19O9 overall at a distorted geometry, with ωB97M-V/def2-TZVPD.

HOMO energy = -14.0 eV
LUMO level = -2.995 eV
energy = -688.3015 hartree
spin multiplicity = 1
relative energy (zero: lowest compared OMol25 entry of this formula, charge and spin) = 197.5 kJ/mol
net charge = +1
Kohn-Sham gap = 11.0 eV

The geometry in XYZ format:
```
28
H19O9 ωB97M-V/def2-TZVPD
O -2.14 -0.83 -0.37
H 1.09 -1.35 0.30
H 2.23 0.92 -2.74
O 0.28 -1.96 -0.80
H -0.23 1.68 0.93
O 0.73 -1.53 -3.92
H 0.26 -0.23 3.52
H 0.85 -1.64 -3.00
O -0.24 -0.20 2.72
H 1.54 -1.03 -4.21
H 0.47 -0.35 2.06
O -0.74 2.19 1.79
H 1.00 1.93 -0.61
H -1.61 2.32 1.37
O 0.29 1.34 -0.32
H -0.87 1.46 2.49
H 0.12 -2.91 -0.66
O -2.66 0.65 1.87
H -2.16 -0.12 0.25
H -2.65 0.13 2.68
O 1.56 -0.71 0.92
H 0.77 0.41 0.07
H -3.56 0.95 1.74
O 2.89 1.04 -2.04
H 2.48 -0.78 0.70
H -0.62 -1.68 -1.11
H -3.01 -1.00 -0.77
H 3.75 0.92 -2.51
```

These are the Mulliken partial charges, in e, on atoms 1 to 2:
1 O -0.64
2 H 0.43

---

Question: spin multiplicity of number 5 (C5H13NO2)?
Answer: 1